Molecular formula: C4H9F2N
Method: DFT, ωB97M-V with the def2-TZVPD basis set

SMILES string: C=C(F)N(C)C.F
Largest force on an atom (eV/A): 3.0
HOMO (eV): -8.289
Total charge: 0
Energy relative to the best compared isomer or geometry (same formula, charge and spin) (kJ/mol): 147.42
Kohn-Sham gap (eV): 9.2

Geometry (Å):
1 C -0.726 -0.161 1.873
2 C -0.704 -0.450 0.540
3 F -1.546 -1.419 0.125
4 N 0.281 -0.075 -0.404
5 C 0.996 -1.170 -1.071
6 C 1.212 0.970 -0.142
7 H 0.119 0.339 2.332
8 H -1.551 -0.234 2.589
9 H 1.912 -1.552 -0.486
10 H 0.259 -1.974 -1.337
11 H 1.393 -0.772 -1.960
12 H 1.850 0.696 0.727
13 H 1.582 1.185 -1.186
14 H 0.768 1.931 0.227
15 F -2.734 1.499 -0.519
16 H -3.112 1.188 -1.307

natural (NBO) atomic charge list, values in e, 5 entries: atom 1 (C): -0.596, atom 2 (C): 0.587, atom 3 (F): -0.338, atom 4 (N): -0.461, atom 5 (C): -0.410

---

Molecular formula: C4H9F2NO
Method: DFT, ωB97M-V with the def2-TZVPD basis set

Largest force on an atom (eV/A): 5.2
HOMO (eV): -9.123
Total charge: 0
Energy relative to the best compared isomer or geometry (same formula, charge and spin) (kJ/mol): 636.60
Kohn-Sham gap (eV): 9.6

Geometry (Å):
1 C -1.357 -0.956 0.458
2 C -0.298 0.288 0.033
3 C 0.841 0.721 1.212
4 C 0.608 -0.155 -1.186
5 H -0.915 -1.698 1.387
6 H -2.612 -0.375 0.801
7 H -1.232 -1.739 -0.794
8 H -1.988 0.787 -0.784
9 H -1.533 1.408 0.664
10 H 1.447 1.504 0.914
11 H 1.634 -0.170 1.344
12 H 0.511 1.243 3.242
13 H 1.077 0.723 -1.451
14 N -1.265 1.248 -0.251
15 O -0.038 1.049 2.321
16 F 1.586 -1.161 -0.645
17 F -0.030 -0.861 -2.159

natural (NBO) atomic charge list, values in e, 5 entries: atom 1 (C): -0.700, atom 2 (C): 0.048, atom 3 (C): -0.063, atom 4 (C): 0.559, atom 5 (H): 0.234

---

Molecular formula: C4H9FN2
Method: DFT, ωB97M-V with the def2-TZVPD basis set

SMILES string: NC[C@H](F)[C@@H]1CN1
Largest force on an atom (eV/A): 3.8
HOMO (eV): -9.321
Total charge: 0
Energy relative to the best compared isomer or geometry (same formula, charge and spin) (kJ/mol): 218.41
Kohn-Sham gap (eV): 10.3

Geometry (Å):
1 N 0.363 2.619 0.267
2 C 0.257 1.234 -0.443
3 C -0.047 0.218 0.730
4 F 1.074 0.085 1.552
5 C -0.527 -1.062 0.229
6 C 0.386 -2.144 -0.012
7 N -0.386 -1.573 -1.128
8 H 0.969 3.221 -0.226
9 H -0.510 3.027 0.163
10 H -0.593 1.198 -1.066
11 H 1.057 0.805 -1.002
12 H -0.790 0.726 1.384
13 H -1.562 -1.263 0.575
14 H 1.385 -1.882 0.093
15 H 0.175 -3.185 0.269
16 H -1.251 -2.023 -1.385

natural (NBO) atomic charge list, values in e, 5 entries: atom 1 (N): -0.823, atom 2 (C): -0.252, atom 3 (C): 0.193, atom 4 (F): -0.367, atom 5 (C): -0.144

---

Molecular formula: C4H9FN2O
Method: DFT, ωB97M-V with the def2-TZVPD basis set

SMILES string: C[C@](F)(/C=N\O)CN
Largest force on an atom (eV/A): 2.3
HOMO (eV): -9.517
Total charge: 0
Energy relative to the best compared isomer or geometry (same formula, charge and spin) (kJ/mol): 135.97
Kohn-Sham gap (eV): 10.3

Geometry (Å):
1 C -0.740 -0.326 1.758
2 C 0.022 -0.161 0.464
3 F 1.378 -0.514 0.597
4 C 0.026 1.303 0.134
5 N 0.785 2.036 -0.563
6 O 1.977 1.514 -1.010
7 C -0.630 -0.987 -0.672
8 N 0.053 -0.804 -1.908
9 H -0.967 -1.374 2.065
10 H -0.218 0.245 2.506
11 H -1.733 0.066 1.593
12 H -0.889 1.791 0.483
13 H 2.238 0.784 -0.396
14 H -1.660 -0.683 -0.722
15 H -0.698 -2.075 -0.308
16 H 1.084 -0.938 -1.782
17 H -0.026 0.125 -2.240

natural (NBO) atomic charge list, values in e, 5 entries: atom 1 (C): -0.641, atom 2 (C): 0.275, atom 3 (F): -0.387, atom 4 (C): -0.036, atom 5 (N): -0.077

---

Q: Among the records above, which one has the lowest HOMO?
A: C4H9FN2O

---

Q: Among the records above, which one has the lowest largest force on an atom?
A: C4H9FN2O

---

Q: Which of these has the lowest HOMO?
A: C4H9FN2O

---

Q: Which of these has the lowest HOMO?
A: C4H9FN2O